1.
The following is a quantum chemistry calculation of a structure of composition C41H51BiClNO2P2Te, from OMol25.

ORCA input file:
```
! RIJCOSX wB97M-V def2-TZVPD def2/J DEFGRID3
* xyz 0 1
Bi 0.412 -0.896 -0.509
C -1.114 4.862 -0.193
C -1.349 3.374 -0.463
C -2.599 2.916 0.327
P 0.124 2.228 -0.199
C 1.535 3.176 -0.959
C 1.360 3.620 -2.418
C 2.803 2.284 -0.919
C 0.586 2.328 1.564
C 1.306 3.396 2.151
C 1.499 3.407 3.534
C 1.073 2.324 4.338
C 0.404 1.235 3.773
C 0.005 1.292 2.376
N -1.012 0.609 1.836
C -2.048 0.064 2.489
C -2.410 0.302 3.840
C -3.602 -0.181 4.362
C -4.423 -0.977 3.586
C -4.148 -1.247 2.233
C -2.921 -0.759 1.712
P -2.505 -1.230 0.049
C -2.784 -3.068 -0.184
C -3.892 -3.517 -1.147
C -2.982 -3.826 1.161
C -3.678 -0.176 -1.049
C -3.518 -0.549 -2.531
C -5.156 -0.104 -0.605
H -2.030 5.411 -0.373
H -0.867 4.999 0.879
H -0.331 5.321 -0.821
H -1.550 3.238 -1.562
H -2.563 3.413 1.303
H -3.515 3.273 -0.219
H -2.648 1.822 0.422
H 1.661 4.080 -0.373
H 1.160 2.783 -3.091
H 0.577 4.392 -2.563
H 2.293 4.081 -2.783
H 2.801 1.633 -1.815
H 3.692 2.942 -1.043
H 2.957 1.644 -0.036
H 1.749 4.208 1.520
H 2.093 4.234 3.953
H 1.322 2.310 5.405
H 0.072 0.367 4.338
H -1.817 0.998 4.466
H -3.868 0.070 5.364
H -5.269 -1.432 4.057
H -4.841 -1.833 1.637
H -1.838 -3.453 -0.575
H -4.897 -3.053 -0.874
H -3.698 -3.222 -2.201
H -3.995 -4.615 -1.049
H -4.039 -3.866 1.358
H -2.608 -4.870 0.982
H -2.465 -3.405 2.028
H -3.240 0.803 -0.916
H -4.102 -1.439 -2.793
H -3.950 0.289 -3.118
H -2.466 -0.713 -2.874
H -5.575 -0.978 -0.091
H -5.341 0.789 0.034
H -5.806 0.043 -1.470
Cl 2.122 0.253 -8.385
C 1.412 -0.353 -6.935
C 0.033 -0.769 -6.873
C -0.496 -1.231 -5.659
C 0.238 -1.113 -4.449
O -0.328 -1.243 -3.310
C 1.701 -0.783 -4.555
C 2.523 -0.840 -3.416
O 2.207 -0.847 -2.205
C 2.219 -0.419 -5.798
H -0.478 -0.762 -7.811
H -1.521 -1.595 -5.592
H 3.584 -1.033 -3.673
H 3.226 -0.087 -5.904
C 1.994 -1.180 1.153
C 3.020 -0.720 1.719
C 4.179 -0.272 2.409
C 4.277 -0.283 3.798
C 5.460 0.081 4.448
C 6.572 0.482 3.694
C 6.464 0.620 2.273
C 5.292 0.210 1.649
H 3.412 -0.557 4.383
H 5.564 -0.063 5.514
H 7.534 0.687 4.168
H 7.284 0.892 1.610
H 5.228 0.225 0.588
C 0.792 -5.186 0.741
Te 1.482 -4.171 -0.993
C 3.501 -3.822 -0.288
H 1.657 -5.678 1.163
H 0.020 -5.877 0.443
H 0.390 -4.435 1.449
H 3.965 -3.171 -1.039
H 4.000 -4.797 -0.265
H 3.451 -3.316 0.691
*
```

## Properties
HOMO (eV): -6.37
Gap between HOMO and LUMO (Ha): 0.199
ΔE to the lowest compared entry with this formula, charge and spin (kcal/mol): 3.52
Energy (Eh): -3423.48503
Strongest force on any atom (Eh/bohr): 0.07383

2.
The following is a quantum chemistry calculation of an isolated molecule of C5H9NO, from OMol25.

ORCA input file:
```
! RIJCOSX wB97M-V def2-TZVPD def2/J DEFGRID3
* xyz 0 1
C -1.302 -0.999 -0.858
C 0.066 -1.423 -0.348
O 0.321 -2.603 -0.225
C 1.149 -0.422 -0.040
C 1.154 0.944 -0.651
N 0.992 0.780 0.761
C -0.239 1.131 1.446
H -2.025 -1.036 -0.035
H -1.619 -1.728 -1.608
H -1.330 0.002 -1.291
H 2.095 -0.931 0.142
H 2.096 1.369 -0.987
H 0.287 1.224 -1.249
H -1.161 1.038 0.853
H -0.331 0.480 2.318
H -0.153 2.173 1.772
*
```

## Properties
HOMO (eV): -9.28
Gap between HOMO and LUMO (Ha): 0.375
ΔE to the lowest compared entry with this formula, charge and spin (kcal/mol): 51.81
Energy (Eh): -325.85499
Strongest force on any atom (Eh/bohr): 0.00703

3.
The following is a quantum chemistry calculation of a structure of composition CH4O2S, from OMol25.

ORCA input file:
```
! RIJCOSX wB97M-V def2-TZVPD def2/J DEFGRID3
* xyz 0 1
C -0.448 -0.008 -0.484
O 2.618 -0.626 -1.031
O 2.288 1.021 0.800
S 1.878 -0.187 0.143
H -1.051 0.059 0.399
H -0.402 0.969 -1.027
H -0.583 -0.904 -1.134
H 2.129 -1.209 1.306
*
```

## Properties
HOMO (eV): -9.97
Gap between HOMO and LUMO (Ha): 0.329
ΔE to the lowest compared entry with this formula, charge and spin (kcal/mol): 77.51
Energy (Eh): -589.04438
Strongest force on any atom (Eh/bohr): 0.05315

4.
The following is a quantum chemistry calculation of a cluster of 2 separate species, C34H38N2O5S in total, from OMol25.

ORCA input file:
```
! RIJCOSX wB97M-V def2-TZVPD def2/J DEFGRID3
* xyz 0 1
C -3.686 -0.078 3.915
C -4.833 -1.016 3.558
N -4.678 -1.541 2.224
C -5.352 -2.714 1.720
C -4.837 -2.857 0.266
C -3.894 -1.711 0.088
C -3.023 -1.329 -0.900
C -2.157 -0.184 -0.681
C -1.127 0.070 -1.616
C -0.424 1.322 -1.777
C -0.327 1.936 -3.075
C 0.383 3.109 -3.215
C 1.009 3.664 -2.083
N 1.779 4.718 -2.425
C 2.689 5.335 -1.500
C 2.165 5.203 -0.073
C 1.709 3.785 0.300
C 0.946 3.119 -0.790
C 0.244 1.922 -0.670
C 1.818 4.912 -3.862
C 0.756 3.932 -4.402
C -2.412 0.670 0.449
C -3.212 0.237 1.491
C -3.918 -0.956 1.283
C -3.340 0.915 2.803
H -3.935 0.482 4.817
H -2.796 -0.676 4.142
H -4.870 -1.856 4.261
H -5.788 -0.475 3.648
H -5.127 -3.595 2.334
H -6.441 -2.593 1.736
H -4.342 -3.826 0.129
H -5.666 -2.814 -0.454
H -2.986 -1.889 -1.835
H -1.142 -0.587 -2.477
H -0.847 1.506 -3.934
H 3.689 4.873 -1.573
H 2.792 6.388 -1.775
H 2.946 5.519 0.619
H 1.312 5.876 0.070
H 2.580 3.164 0.556
H 1.087 3.818 1.200
H 0.191 1.400 0.289
H 1.581 5.944 -4.130
H 2.818 4.697 -4.265
H 1.161 3.328 -5.220
H -0.115 4.469 -4.806
H -1.898 1.631 0.535
H -4.111 1.691 2.728
H -2.403 1.430 3.030
C -0.743 -5.800 1.074
C -1.175 -4.469 0.504
O 0.066 -3.779 0.242
C 0.109 -2.752 -0.661
C 1.068 -1.719 -0.175
O 1.487 -0.738 -0.954
C 1.791 -1.032 -2.415
S 2.382 -2.667 0.867
C 3.824 -1.595 1.113
C 5.001 -2.021 0.502
C 6.136 -1.216 0.628
C 6.095 -0.045 1.391
C 4.919 0.305 2.069
C 3.767 -0.485 1.963
O 1.947 -3.086 2.179
O 2.864 -3.633 -0.117
O -0.502 -2.712 -1.738
H -1.563 -6.355 1.539
H -0.328 -6.420 0.273
H 0.041 -5.665 1.824
H -1.739 -4.574 -0.429
H -1.743 -3.882 1.235
H 1.999 -0.037 -2.795
H 2.676 -1.687 -2.466
H 0.899 -1.445 -2.909
H 5.016 -2.939 -0.088
H 7.038 -1.508 0.100
H 6.975 0.604 1.438
H 4.886 1.217 2.659
H 2.842 -0.232 2.492
*
```

## Properties
HOMO (eV): -5.47
Gap between HOMO and LUMO (Ha): 0.152
ΔE to the lowest compared entry with this formula, charge and spin (kcal/mol): 21.92
Energy (Eh): -2202.14831
Strongest force on any atom (Eh/bohr): 0.08661

5.
The following is a quantum chemistry calculation of an isolated molecule of C6H12O, from OMol25.

ORCA input file:
```
! RIJCOSX wB97M-V def2-TZVPD def2/J DEFGRID3
* xyz 0 1
C 1.915 -0.622 -0.172
C 0.838 0.409 -0.469
O 0.904 1.443 0.516
C -0.420 1.860 0.786
C -1.194 0.552 0.809
C -0.633 -0.114 -0.451
C -0.829 -1.623 -0.524
H 1.684 -1.199 0.729
H 2.020 -1.318 -1.012
H 2.877 -0.124 -0.020
H 1.049 0.862 -1.449
H -0.423 2.427 1.720
H -0.792 2.514 -0.021
H -0.900 -0.013 1.702
H -2.282 0.658 0.802
H -1.146 0.333 -1.312
H -1.893 -1.858 -0.628
H -0.310 -2.060 -1.384
H -0.465 -2.126 0.379
*
```

## Properties
HOMO (eV): -9.58
Gap between HOMO and LUMO (Ha): 0.394
ΔE to the lowest compared entry with this formula, charge and spin (kcal/mol): 9.37
Energy (Eh): -311.04434
Strongest force on any atom (Eh/bohr): 0.00554

6.
The following is a quantum chemistry calculation of a structure of composition C18H22N4O5V, from OMol25.

ORCA input file:
```
! RIJCOSX wB97M-V def2-TZVPD def2/J DEFGRID3
* xyz 0 2
O -0.230 -2.200 -0.473
V -0.047 -0.638 -0.313
C 3.474 -0.809 -2.905
C 2.554 0.213 -2.224
C 2.387 1.489 -3.032
O 1.341 -0.372 -1.889
H 3.419 -1.741 -2.342
H 4.504 -0.447 -2.904
H 3.154 -1.010 -3.930
H 3.076 0.477 -1.286
H 3.308 2.055 -3.187
H 1.702 2.190 -2.552
H 1.989 1.210 -4.015
N 0.602 2.715 -0.218
O 0.079 3.272 -1.203
O 1.562 3.211 0.376
O 0.178 1.557 0.123
N -1.520 -0.467 1.360
C -1.818 -1.618 1.985
C -2.669 -1.691 3.079
C -3.063 -0.519 3.691
C -2.721 0.689 3.100
C -2.014 0.655 1.917
H -1.580 -2.550 1.488
H -2.920 -2.644 3.521
H -3.714 -0.547 4.557
H -3.060 1.630 3.507
H -1.773 1.608 1.461
N -1.850 0.023 -1.467
C -1.585 0.750 -2.559
C -2.551 1.467 -3.261
C -3.869 1.397 -2.820
C -4.173 0.556 -1.758
C -3.156 -0.170 -1.186
H -0.569 0.855 -2.919
H -2.314 2.053 -4.135
H -4.591 1.922 -3.432
H -5.216 0.500 -1.477
H -3.296 -0.814 -0.329
N 1.326 -0.961 1.368
C 1.194 -0.549 2.639
C 2.131 -0.790 3.633
C 3.261 -1.521 3.316
C 3.429 -2.014 2.037
C 2.410 -1.717 1.140
H 0.327 -0.006 2.988
H 2.044 -0.365 4.622
H 4.050 -1.640 4.052
H 4.297 -2.567 1.718
H 2.499 -2.131 0.141
*
```

## Properties
HOMO (alpha / beta) (eV): -8.01 / -8.08
Gap between HOMO and LUMO (alpha / beta) (Ha): 0.286 / 0.283
Energy (Eh): -2238.26727
Strongest force on any atom (Eh/bohr): 0.05024

7.
The following is a quantum chemistry calculation of an isolated molecule of C6H7Br, from OMol25.

ORCA input file:
```
! RIJCOSX wB97M-V def2-TZVPD def2/J DEFGRID3
* xyz 0 1
C 1.439 -2.298 -0.081
C 1.419 -0.978 -0.144
C 1.369 0.359 0.002
C 0.234 1.333 0.030
C -1.094 0.836 0.684
C -2.057 0.579 -0.188
Br -3.778 -0.209 0.099
H 1.633 -2.794 0.903
H 1.235 -2.931 -0.865
H 2.217 0.928 -0.317
H -0.128 1.601 -1.002
H 0.627 2.290 0.480
H -1.242 0.403 1.670
H -1.872 0.881 -1.271
*
```

## Properties
HOMO (eV): -9.43
Gap between HOMO and LUMO (Ha): 0.379
ΔE to the lowest compared entry with this formula, charge and spin (kcal/mol): 39.11
Energy (Eh): -2806.72121
Strongest force on any atom (Eh/bohr): 0.06722

8.
The following is a quantum chemistry calculation of an isolated molecule of C2H4NPS, from OMol25.

ORCA input file:
```
! RIJCOSX wB97M-V def2-TZVPD def2/J DEFGRID3
* xyz 0 1
C -0.952 0.372 -0.389
C -0.433 -0.622 0.609
N 0.682 -1.174 0.689
P 2.025 -0.391 -0.756
S 3.032 0.908 0.288
H -1.411 1.180 0.176
H -1.691 0.072 -0.983
H -0.158 0.712 -0.995
H -1.093 -1.056 1.361
*
```

## Properties
HOMO (eV): -8.44
Gap between HOMO and LUMO (Ha): 0.256
ΔE to the lowest compared entry with this formula, charge and spin (kcal/mol): 33.41
Energy (Eh): -872.84007
Strongest force on any atom (Eh/bohr): 0.08404

9.
The following is a quantum chemistry calculation of a structure of composition C15H7BCl3F4IN2OPd, from OMol25.

ORCA input file:
```
! RIJCOSX wB97M-V def2-TZVPD def2/J DEFGRID3
* xyz -2 1
Pd 1.513 -1.045 -0.738
Cl 0.919 5.452 1.302
C 1.545 3.861 0.947
C 2.864 3.605 1.151
C 3.391 2.337 0.872
I 5.410 1.965 1.228
C 2.614 1.292 0.382
O 3.039 0.112 0.160
C 1.231 1.623 0.130
N 0.466 0.632 -0.416
C -0.809 0.794 -0.626
C -1.431 1.988 -0.297
C -0.685 3.005 0.224
C 0.683 2.856 0.433
H 3.507 4.382 1.540
H -1.317 -0.061 -1.063
H -2.500 2.082 -0.416
H -1.139 3.915 0.521
F -3.821 2.266 2.505
B -2.548 2.744 2.880
F -2.427 4.073 2.400
F -2.467 2.783 4.284
F -1.531 1.833 2.369
Cl -2.353 -3.100 -3.047
C -0.835 -3.900 -2.704
C -0.671 -5.199 -3.103
C 0.521 -5.903 -2.869
C 1.546 -5.229 -2.211
C 1.355 -3.929 -1.822
Cl 2.664 -3.064 -0.991
C 0.178 -3.123 -2.009
N 0.015 -1.883 -1.647
H -1.495 -5.684 -3.614
H 0.636 -6.930 -3.186
H 2.493 -5.714 -2.000
*
```

## Properties
HOMO (eV): -1.34
Gap between HOMO and LUMO (Ha): 0.189
ΔE to the lowest compared entry with this formula, charge and spin (kcal/mol): 0.00
Energy (Eh): -2991.35942
Strongest force on any atom (Eh/bohr): 0.03109

10.
The following is a quantum chemistry calculation of an isolated molecule of C2H4N2OS, from OMol25.

ORCA input file:
```
! RIJCOSX wB97M-V def2-TZVPD def2/J DEFGRID3
* xyz 0 1
C -0.827 0.419 0.526
C -0.632 -0.161 -0.838
N 0.091 0.647 1.338
N 0.621 -0.835 -0.970
O 2.555 1.141 1.133
S 1.649 0.029 1.102
H -1.799 0.870 0.754
H -1.407 -0.916 -0.899
H -0.848 0.600 -1.708
H 0.597 -1.796 -0.438
*
```

## Properties
HOMO (alpha / beta) (eV): -8.81 / -9.21
Gap between HOMO and LUMO (alpha / beta) (Ha): 0.295 / 0.309
ΔE to the lowest compared entry with this formula, charge and spin (kcal/mol): 100.54
Energy (Eh): -661.42531
Strongest force on any atom (Eh/bohr): 0.05680

11.
The following is a quantum chemistry calculation of a structure of composition C17H15N5OSn, from OMol25.

ORCA input file:
```
! RIJCOSX wB97M-V def2-TZVPD def2/J DEFGRID3
* xyz 2 1
Sn -0.649 0.859 0.095
C -2.315 -4.673 -0.038
C -3.507 -3.964 0.027
C -3.476 -2.582 0.089
C -2.259 -1.900 0.009
C -1.062 -2.632 -0.090
C -1.087 -4.014 -0.128
N -2.295 -0.503 0.015
N -3.561 0.047 0.064
C -3.551 1.382 -0.078
C -4.847 1.999 -0.157
C -4.955 3.358 -0.098
C -3.750 4.107 -0.069
C -2.546 3.497 -0.036
N -2.435 2.147 0.092
H -2.372 -5.755 0.058
H -4.433 -4.517 -0.038
H -4.370 -1.981 0.061
H -0.100 -2.121 -0.155
H -0.159 -4.559 0.047
H -5.678 1.319 -0.082
H -5.894 3.904 0.106
H -3.760 5.171 0.001
H -1.581 4.012 -0.100
N 7.044 -0.409 0.076
C 6.331 0.699 0.037
O 6.981 1.719 0.065
C 4.929 0.639 -0.030
C 4.247 -0.455 0.215
C 2.870 -0.408 0.250
N 2.054 0.705 -0.026
C 2.879 1.846 -0.172
C 4.285 1.863 -0.255
H 8.051 -0.227 -0.009
H 6.730 -1.382 0.098
H 4.723 -1.443 -0.108
H 2.363 -1.578 0.115
H 2.344 3.042 -0.073
H 4.810 2.789 0.221
*
```

## Properties
HOMO (alpha / beta) (eV): -14.32 / -14.32
Gap between HOMO and LUMO (alpha / beta) (Ha): 0.175 / 0.168
ΔE to the lowest compared entry with this formula, charge and spin (kcal/mol): 107.47
Energy (Eh): -1219.38178
Strongest force on any atom (Eh/bohr): 0.09538

12.
The following is a quantum chemistry calculation of an isolated molecule of C17H22Br2N6O3, from OMol25.

ORCA input file:
```
! RIJCOSX wB97M-V def2-TZVPD def2/J DEFGRID3
* xyz 0 1
N -0.556 2.243 3.760
C -1.133 3.133 2.761
C -0.534 2.800 1.431
C -1.486 3.416 0.414
O -0.876 3.538 -0.910
C -0.634 2.383 -1.638
C 0.698 2.100 -1.874
Br 2.178 3.155 -1.155
C 1.061 0.981 -2.684
C 0.135 0.075 -3.134
C 0.398 -1.095 -3.968
C 0.858 -2.120 -3.056
N 2.179 -2.405 -3.140
O 3.044 -1.499 -3.677
C -0.032 -2.854 -2.111
O -1.228 -2.953 -2.503
N 0.457 -3.322 -0.865
C -0.481 -3.740 0.185
C 0.370 -3.724 1.484
C 0.367 -2.355 2.191
C -0.667 -1.779 2.852
N -0.300 -0.475 3.070
C 0.886 -0.275 2.461
N 1.724 0.823 2.231
N 1.347 -1.413 1.989
C -1.205 0.326 -2.825
C -1.592 1.415 -2.101
Br -3.510 1.489 -1.844
H -0.997 2.343 4.691
H 0.511 2.265 3.836
H -1.060 4.124 3.170
H -2.145 2.865 2.838
H 0.466 3.205 1.449
H -0.497 1.794 1.078
H -2.499 3.007 0.376
H -1.660 4.389 0.834
H 2.118 0.823 -2.867
H 1.164 -0.855 -4.758
H -0.467 -1.345 -4.603
H 3.978 -1.640 -3.474
H 1.247 -2.795 -0.561
H -1.307 -3.089 0.277
H -0.779 -4.791 -0.121
H 1.365 -4.074 1.374
H -0.093 -4.389 2.145
H -1.704 -2.069 3.084
H -0.946 0.270 3.188
H 1.401 1.819 2.186
H 2.539 0.485 1.702
H -2.101 -0.206 -3.188
*
```

## Properties
HOMO (eV): -7.64
Gap between HOMO and LUMO (Ha): 0.286
ΔE to the lowest compared entry with this formula, charge and spin (kcal/mol): 45.55
Energy (Eh): -6363.14703
Strongest force on any atom (Eh/bohr): 0.12632